(1)
C15H24O2 in the gas phase, computed with the ωB97M-V functional and the def2-TZVPD basis.

The geometry in XYZ format:
```
41
Properties=species:S:1:pos:R:3:mulliken_charge:R:1
C -2.551 1.847 -3.104 -1.3116
C -2.178 2.365 -1.752 0.6302
C -1.702 1.548 -0.721 -0.6880
C -1.564 0.059 -0.738 -0.4146
C -0.907 -0.486 0.554 -1.1136
C -0.226 -1.906 0.213 1.2782
C -1.160 -2.965 -0.322 -1.8766
C 0.993 -2.490 0.946 -0.5568
C 1.510 -1.691 2.118 -1.3872
C 2.696 -0.754 1.781 1.0906
C 2.966 0.231 2.906 -0.9156
O 3.225 -0.461 4.117 -0.5065
C 2.565 -0.092 0.437 -1.0741
C 1.847 -0.642 -0.625 -0.8551
C 1.105 -1.951 -0.497 -0.2061
C -2.438 3.842 -1.453 -0.6549
O -1.351 4.562 -1.999 -0.5043
H -3.597 2.022 -3.283 0.3183
H -1.950 2.331 -3.897 0.3403
H -2.315 0.775 -3.200 0.3311
H -1.502 2.035 0.227 0.2705
H -2.573 -0.387 -0.871 0.3803
H -0.966 -0.262 -1.566 0.4786
H -1.643 -0.594 1.347 0.5620
H -0.118 0.210 0.928 0.3565
H -1.079 -3.036 -1.407 0.3436
H -2.168 -2.713 -0.041 0.4056
H -0.940 -3.976 0.084 0.4220
H 1.062 -3.574 1.030 0.4759
H 0.673 -1.168 2.641 0.2531
H 1.892 -2.456 2.811 0.4816
H 3.586 -1.400 1.691 0.2799
H 3.791 0.865 2.634 0.3602
H 2.093 0.874 3.027 0.3479
H 3.939 -1.091 3.921 0.3510
H 3.173 0.766 0.201 0.3862
H 1.834 -0.137 -1.574 0.4782
H 1.178 -2.630 -1.354 0.4807
H -2.508 4.020 -0.381 0.3281
H -3.406 4.148 -1.890 0.2925
H -1.288 4.362 -2.941 0.3422
```

energy: -20036.614 eV
structure (SMILES): C/C(=C\CC[C@]1(C)[C@@H]2C[C@H](CO)C=C[C@@H]21)CO
energy relative to the best compared isomer or geometry (same formula, charge and spin): 73.9 kcal/mol
HOMO energy: -8.59 eV
F_max: 3.80 eV/Å

***

(2)
C15H25ClIO3P2Sn as an isolated structure, computed with the ωB97M-V functional and the def2-TZVPD basis.

The geometry in XYZ format:
```
48
Properties=species:S:1:pos:R:3:mulliken_charge:R:1
C 1.083 -0.066 -4.404 0.1679
I 3.131 0.000 -3.920 0.1121
H 0.742 0.068 -5.417 0.5067
H 0.687 0.732 -3.708 -0.4494
H 0.754 -1.056 -3.997 -0.3643
Sn -0.076 -0.208 -0.365 0.8681
P 0.449 2.463 -1.232 0.6385
C -0.945 3.399 -0.496 -0.9594
C 1.975 2.973 -0.396 -1.1021
H 2.200 4.025 -0.602 0.4399
H 0.797 4.293 -2.780 0.4798
H 2.803 2.353 -0.765 0.3836
H 1.399 2.741 -3.468 0.3810
H -0.980 3.247 0.596 0.2155
H 1.881 2.828 0.685 0.4158
C 0.589 3.217 -2.896 -1.1317
H -0.833 4.471 -0.732 0.4525
H -0.359 3.093 -3.444 0.4336
H -1.889 3.027 -0.933 0.4172
P 0.429 -2.656 -1.378 0.8690
C -1.057 -3.616 -0.954 -1.2853
C 0.893 -3.405 -2.971 -1.1433
H 2.618 -2.700 -0.355 0.4179
H 1.805 -4.288 -0.304 0.4405
H 1.333 -3.006 0.844 0.3398
C 1.666 -3.212 -0.177 -1.1443
H 1.805 -2.955 -3.379 0.3609
H 1.047 -4.478 -2.803 0.4694
H -0.772 -4.676 -0.985 0.5062
H -1.838 -3.425 -1.703 0.4159
H 0.078 -3.281 -3.696 0.4463
H -1.430 -3.360 0.044 0.3117
C -2.601 -0.692 -0.507 0.1974
O -3.456 -1.353 -0.140 -0.1273
Cl -0.551 1.150 7.491 -0.0884
C -0.680 0.792 5.818 0.4507
C -0.565 -0.557 5.414 -0.7509
C -0.817 -0.840 4.063 -0.3829
C -1.212 0.209 3.231 0.7604
C -1.253 1.544 3.619 -0.5323
C -0.949 1.868 4.931 -0.8387
C -1.464 -0.094 1.835 0.8011
O -0.728 -1.159 1.406 -0.6669
O -2.174 0.622 1.037 -0.6063
H -0.351 -1.371 6.129 0.4318
H -0.689 -1.840 3.643 0.4849
H -1.501 2.272 2.861 0.5161
H -0.995 2.912 5.259 0.4413
```

energy: -67104.597 eV
net charge: +3
HOMO energy (alpha / beta): -16.77 / -16.77 eV
F_max: 3.26 eV/Å